A molecular structure, C24H48Mg2O33P2V. Source: the OMol25 dataset; level of theory: ωB97M-V/def2-TZVPD.

ORCA input file:
```
! wB97M-V def2-TZVPD RIJCOSX def2/J DEFGRID3
* xyz 0 2
O -4.6067 -1.4644 1.9882
V -3.3555 -0.8175 1.2771
Mg 2.4852 0.1849 -2.9426
Mg 0.1056 0.1980 -0.3147
P 0.6649 1.3072 -2.5155
O 0.7501 0.4956 -3.7738
O 2.1005 1.8280 -2.2195
O 1.1255 0.0381 -1.7781
O -0.5675 1.3243 -1.6001
P -1.0192 -1.4420 1.1762
O 0.4395 -1.2311 0.7819
O -1.7493 -1.3803 2.5377
O -2.0510 -2.0874 0.2324
O -1.4875 -0.0564 0.5950
C -6.9432 -2.4702 -2.0414
O -5.7380 -2.0378 -2.7251
C -4.7166 -1.5345 -2.0938
O -4.5818 -1.2699 -0.9055
O -3.7018 -1.6459 -3.0146
C -2.6307 -0.7806 -2.7353
H -6.6392 -3.0454 -1.1668
H -7.3562 -3.1599 -2.7775
H -7.6604 -1.6807 -1.8169
H -2.1017 -0.6574 -3.6804
H -1.9603 -1.2557 -2.0191
H -2.9264 0.2283 -2.4476
C -2.6718 3.1578 1.6169
O -3.4301 2.9234 0.4133
C -4.3427 2.0233 0.3797
O -4.4520 1.0529 1.1444
O -5.2375 2.3129 -0.6933
C -6.5091 1.6461 -0.8135
H -3.3440 3.4960 2.4055
H -1.9525 3.9616 1.4598
H -2.2551 2.2472 2.0472
H -7.2645 2.3949 -1.0514
H -6.6856 0.9977 0.0447
H -6.3975 0.9466 -1.6419
C 4.0875 -3.0810 -5.3073
O 2.8577 -3.5948 -4.7541
C 2.1370 -2.7650 -3.9844
O 2.5142 -1.7174 -3.4176
O 0.9721 -3.2778 -3.9389
C -0.1561 -2.5825 -3.4492
H 4.0113 -2.2485 -6.0068
H 4.5188 -3.9512 -5.8020
H 4.6473 -2.7360 -4.4380
H -1.0915 -3.1330 -3.5500
H -0.3712 -1.7529 -4.1227
H -0.1778 -2.1946 -2.4308
C 2.1619 -2.3619 4.5497
O 2.8721 -2.0664 5.6825
C 2.6103 -0.9338 6.3740
O 1.5846 -0.1353 6.1671
O 3.5754 -0.7690 7.2733
C 3.8587 0.4849 7.9533
H 2.3595 -3.3250 4.0789
H 1.9482 -1.5444 3.8611
H 1.1497 -2.4992 4.9301
H 2.9320 0.7405 8.4670
H 3.9821 1.2313 7.1685
H 4.6912 0.5835 8.6499
C 1.3019 4.0903 -0.0557
O 1.3186 3.7611 1.3209
C 1.1154 2.4517 1.6076
O 1.0022 1.5111 0.8258
O 1.2096 2.4103 2.9573
C 1.2787 1.1107 3.5475
H 2.2580 3.7520 -0.4550
H 1.0208 5.1434 -0.0542
H 0.5618 3.4842 -0.5783
H 0.4438 0.4301 3.3805
H 1.5621 1.2495 4.5909
H 2.0602 0.5052 3.0885
C 3.3382 -1.7669 -0.1380
O 4.1415 -0.7058 0.3427
C 4.3858 0.2584 -0.4741
O 4.1231 0.1240 -1.6775
O 5.0658 1.2983 0.1259
C 5.4368 2.4196 -0.6584
H 2.9767 -2.4334 0.6450
H 4.0619 -2.3550 -0.7023
H 2.5247 -1.5337 -0.8250
H 5.9017 3.2055 -0.0631
H 4.6288 2.8828 -1.2247
H 6.1822 2.1757 -1.4153
C 0.6479 -4.0554 -0.0095
O 1.0909 -5.4364 -0.2691
C 2.2674 -5.9987 0.0498
O 2.5732 -7.1502 -0.3212
O 2.9564 -5.1710 0.8782
C 4.1408 -5.7542 1.4494
H 0.9672 -3.7600 0.9899
H -0.4410 -4.0126 -0.0322
H 1.0034 -3.4045 -0.8083
H 4.8772 -6.0003 0.6844
H 3.9493 -6.6998 1.9566
H 4.6005 -5.1132 2.2016
C -1.6325 4.4347 -2.9205
O -2.0581 4.8159 -1.6134
C -3.0246 5.7215 -1.5396
O -3.7051 6.2398 -2.4212
O -3.1681 5.9452 -0.2187
C -4.2192 6.7520 0.3721
H -2.4967 3.9104 -3.3285
H -0.7726 3.7651 -2.9309
H -1.4519 5.3047 -3.5519
H -4.4896 7.6582 -0.1698
H -3.5836 7.1797 1.1475
H -4.9424 6.2422 1.0087
*
```

Output
Expectation value of S² ... 0.773
Gap between HOMO and LUMO ... 7.78 eV
E_tot ... -5453.38958 a.u.
Lowest unoccupied orbital energy ... 0.080 eV
HOMO level ... -7.7 eV

These are the Löwdin partial charges, in e, on atoms 1 to 2: atom 1 (O): -0.288, atom 2 (V): 1.057

---

A molecular structure, C24H48N7O5PSTi. Source: the OMol25 dataset; level of theory: ωB97M-V/def2-TZVPD.

ORCA input file:
```
! wB97M-V def2-TZVPD RIJCOSX def2/J DEFGRID3
* xyz 1 2
Ti -0.3016 -0.5911 0.7528
C 1.8929 -0.1195 -1.1481
N 1.6874 0.1706 0.2797
C 2.4726 -0.7876 1.0649
C 2.2305 1.5040 0.6138
C 1.7416 2.7230 -0.1709
N 0.4826 3.3245 0.2540
C 0.5328 3.8274 1.6182
C 0.1519 4.3929 -0.6783
H 2.9038 0.1719 -1.4573
H 1.1545 0.4039 -1.7577
H 1.7676 -1.1896 -1.3271
H 3.5460 -0.6801 0.8564
H 2.1845 -1.8107 0.8161
H 2.3043 -0.5997 2.1302
H 3.3165 1.4577 0.4387
H 2.0664 1.6663 1.6810
H 1.6346 2.4678 -1.2274
H 2.5522 3.4725 -0.0977
H 1.3942 4.4870 1.7944
H 0.5695 2.9909 2.3181
H -0.3730 4.3983 1.8165
H 0.9401 5.1526 -0.7399
H -0.7613 4.8878 -0.3617
H -0.0078 3.9765 -1.6725
O -0.4506 0.1380 2.4125
N -1.5108 -0.0960 3.2022
C -1.4699 0.3589 4.4754
C -2.4900 0.1145 5.3491
C -3.6071 -0.6141 4.9113
C -3.6480 -1.0535 3.6130
C -2.5893 -0.7975 2.7268
S -2.6192 -1.2786 1.1017
H -0.5807 0.9194 4.7271
H -2.4165 0.4706 6.3611
H -4.4164 -0.8270 5.5877
H -4.4783 -1.6248 3.2287
C -0.8786 -6.3455 -0.3160
C -1.5879 -5.0363 -0.6422
C -1.1137 -4.4919 -1.9831
C -3.1044 -5.2061 -0.6448
O -1.3177 -4.0727 0.4060
P 0.0460 -3.2622 0.4372
O 1.2855 -3.9868 0.1284
O -0.1667 -1.9589 -0.3654
O 0.0331 -2.6205 1.9629
C 0.4769 -3.4046 3.1122
C 2.0007 -3.5512 3.1085
C -0.1938 -4.7721 3.0843
C 0.0504 -2.6392 4.3708
H -1.0844 -7.0745 -1.0962
H -1.2248 -6.7422 0.6360
H 0.1931 -6.1702 -0.2703
H -1.3000 -5.2174 -2.7715
H -0.0439 -4.2993 -1.9386
H -1.6324 -3.5626 -2.2114
H -3.3977 -5.9057 -1.4217
H -3.5786 -4.2453 -0.8318
H -3.4459 -5.5820 0.3153
H 2.3382 -3.9455 2.1552
H 2.2991 -4.2383 3.8964
H 2.4771 -2.5903 3.2905
H 0.1880 -5.3445 2.2445
H -1.2700 -4.6494 2.9720
H 0.0105 -5.3094 4.0092
H 0.4276 -1.6182 4.3446
H 0.4711 -3.1326 5.2442
H -1.0330 -2.6186 4.4783
C -5.3745 1.9093 -0.8374
C -4.7589 2.8828 0.1624
C -4.5238 2.1841 1.5003
C -3.4666 3.4992 -0.4097
N -2.4336 2.5159 -0.5498
C -1.7391 1.9164 0.4320
N -1.0291 0.9354 -0.1311
N -1.2889 0.9966 -1.4467
N -2.1214 1.9209 -1.6887
H -6.3236 1.5413 -0.4593
H -4.7200 1.0547 -0.9989
H -5.5565 2.3913 -1.7937
H -5.4486 3.7180 0.3184
H -3.9881 1.2452 1.3603
H -5.4794 1.9470 1.9573
H -3.9746 2.8168 2.1937
H -3.1091 4.2963 0.2441
H -3.6656 3.9021 -1.4015
H -1.7335 2.1962 1.4669
*
```

Output
Expectation value of S² ... 0.754
Gap between HOMO and LUMO (alpha / beta) ... 7.44 / 8.31 eV
E_tot ... -3291.76056 a.u.
Lowest unoccupied orbital energy (alpha / beta) ... -2.664 / -2.680 eV
Relative energy (zero: lowest compared OMol25 entry of this formula, charge and spin) ... 42.73 kcal per mole
HOMO level (alpha / beta) ... -10.1 / -11.0 eV

These are the Löwdin partial charges, in e, on atoms 1 to 2: atom 1 (Ti): 0.705, atom 2 (C): -0.065

---

6 unconnected molecules or ions with the total composition C24H48NO9P. Source: the OMol25 dataset; level of theory: ωB97M-V/def2-TZVPD.

ORCA input file:
```
! wB97M-V def2-TZVPD RIJCOSX def2/J DEFGRID3
* xyz 0 1
N 9.4978 -0.0551 -0.3662
P 9.0777 1.0632 -1.5061
O 7.6430 0.4878 -2.2964
C 6.8382 1.5784 -2.8844
O 6.3917 1.4274 -4.1639
O 6.4026 2.8068 -2.2065
C 5.4590 2.5608 -1.1169
C 4.1445 1.5347 -1.7481
C 4.3347 -0.1550 -1.3954
O 3.2483 0.8429 -0.6698
H 10.4570 -0.3769 -0.6317
H 10.1950 1.3390 -2.4137
H 8.8028 2.3043 -0.7722
H 5.8813 2.0091 -0.1818
H 4.8542 3.5376 -0.9022
H 3.6510 1.8459 -2.8586
H 4.0519 -0.4777 -2.4773
H 5.3721 -0.2034 -0.8637
C -1.7889 0.3353 -1.6125
C -0.6108 0.6542 -0.7288
C 0.4826 0.9175 -1.7411
O -0.1532 1.4497 -2.9114
C -1.5704 1.2709 -2.7813
H -2.7562 0.4809 -1.1250
H -1.7280 -0.7060 -1.9508
H -0.8146 1.5651 -0.1536
H -0.3587 -0.1444 -0.0265
H 0.9897 -0.0096 -2.0287
H 1.2315 1.6256 -1.3748
H -2.0149 2.2539 -2.5908
H -1.9799 0.8780 -3.7160
C -2.6339 -2.4475 2.2853
C -3.4736 -1.3227 2.8335
C -3.6711 -0.4507 1.6127
O -3.6599 -1.3215 0.4731
C -3.1982 -2.6135 0.8912
H -2.6861 -3.3642 2.8781
H -1.5847 -2.1341 2.2289
H -4.4398 -1.7132 3.1739
H -3.0069 -0.7910 3.6665
H -2.8482 0.2625 1.4963
H -4.6128 0.1048 1.6423
H -4.0583 -3.2920 0.8898
H -2.4570 -2.9882 0.1800
C -0.7602 2.2219 5.3771
C -1.9272 3.1028 5.7416
C -3.0908 2.3592 5.1231
O -2.7532 0.9654 5.1456
C -1.3640 0.8383 5.4790
H 0.1105 2.3557 6.0240
H -0.4537 2.4207 4.3432
H -2.0412 3.1349 6.8316
H -1.8344 4.1290 5.3771
H -3.2383 2.6505 4.0778
H -4.0270 2.5200 5.6655
H -1.3001 0.4521 6.5021
H -0.8871 0.1213 4.8049
C 2.6921 3.0723 -6.9549
C 1.4885 3.7039 -6.3044
C 1.5879 3.1878 -4.8855
O 2.9826 3.0035 -4.6064
C 3.7114 3.1083 -5.8373
H 3.0285 3.5922 -7.8555
H 2.4670 2.0330 -7.2221
H 1.5924 4.7954 -6.3131
H 0.5421 3.4466 -6.7867
H 1.0948 2.2156 -4.7806
H 1.1548 3.8791 -4.1567
H 4.2526 4.0607 -5.8248
H 4.4386 2.2945 -5.9058
C -5.6459 -7.0854 2.1972
C -5.7351 -6.5724 3.6112
C -4.8056 -5.3789 3.5745
O -4.8537 -4.8550 2.2403
C -5.5282 -5.8035 1.4021
H -6.5007 -7.6965 1.8965
H -4.7358 -7.6850 2.0766
H -6.7591 -6.2420 3.8218
H -5.4520 -7.3107 4.3657
H -3.7713 -5.6742 3.7806
H -5.0947 -4.6004 4.2864
H -6.5153 -5.3940 1.1616
H -4.9694 -5.9363 0.4716
*
```

Output
Gap between HOMO and LUMO ... 8.86 eV
SMILES string ... N=[PH2]OC(=O)OC[C@H]1CO1.C1CCOC1.C1CCOC1.C1CCOC1.C1CCOC1.C1CCOC1
E_tot ... -2016.15400 a.u.
Lowest unoccupied orbital energy ... -0.059 eV
HOMO level ... -8.9 eV

These are the Löwdin partial charges, in e, on atoms 1 to 2: atom 1 (N): -0.310, atom 2 (P): 0.733

---

6 unconnected molecules or ions with the total composition C24H48O8. Source: the OMol25 dataset; level of theory: ωB97M-V/def2-TZVPD.

ORCA input file:
```
! wB97M-V def2-TZVPD RIJCOSX def2/J DEFGRID3
* xyz 0 1
C -12.7442 12.6393 -23.1372
C -12.8198 11.3444 -22.2658
O -14.2100 10.9936 -21.9430
C -14.5756 9.7901 -21.7006
O -13.9273 8.7019 -21.7908
O -15.8733 9.8432 -21.4336
C -16.5928 8.8009 -20.8312
H -13.4972 13.2796 -22.6778
H -13.0491 12.2810 -24.1205
H -11.8006 13.1814 -23.0756
H -12.3199 11.4609 -21.3043
H -12.3611 10.5086 -22.7942
H -16.3976 8.8396 -19.7595
H -16.4436 7.8207 -21.2840
H -17.6733 8.9279 -20.8988
C -16.1870 14.6709 -23.6975
C -16.4136 13.4665 -24.4828
C -16.6909 12.4837 -23.3519
O -15.6112 12.7578 -22.4711
C -15.5586 14.2369 -22.3440
H -17.1498 15.1450 -23.5072
H -15.7049 15.4527 -24.2844
H -15.5372 13.2701 -25.1003
H -17.3144 13.4745 -25.0964
H -16.4614 11.4574 -23.6386
H -17.6644 12.6173 -22.8801
H -14.4992 14.4799 -22.2630
H -16.0822 14.5197 -21.4307
C -17.9112 11.7798 -21.7260
C -19.0136 11.1240 -20.9054
C -19.2234 11.9786 -19.7627
O -17.9562 12.5957 -19.5886
C -17.1260 12.5438 -20.6807
H -18.4506 12.4891 -22.3537
H -17.3483 11.0937 -22.3589
H -18.7102 10.1040 -20.6692
H -20.0129 11.0482 -21.3339
H -19.6010 11.5170 -18.8504
H -19.8704 12.7637 -20.1541
H -16.2438 11.9856 -20.3675
H -16.5431 13.4438 -20.8764
C -19.5933 9.2492 -24.1009
C -18.7464 10.3442 -23.4490
C -18.3972 11.2336 -24.6012
O -18.6111 10.4645 -25.8070
C -18.8922 9.1023 -25.4457
H -20.6458 9.5326 -24.1140
H -19.4737 8.3084 -23.5636
H -17.8239 9.8972 -23.0787
H -19.1952 10.8884 -22.6180
H -17.3294 11.4164 -24.4815
H -18.9180 12.1905 -24.5674
H -18.0718 8.3968 -25.3141
H -19.4992 8.7009 -26.2573
C -18.6342 15.0049 -19.6078
C -19.2773 14.9255 -20.9771
C -18.2564 15.6615 -21.8742
O -17.3464 16.3253 -20.9137
C -17.1517 15.3862 -19.7500
H -18.6928 14.0885 -19.0206
H -19.1674 15.8349 -19.1441
H -20.2735 15.3656 -21.0211
H -19.4824 13.9867 -21.4917
H -18.5970 16.4283 -22.5699
H -17.7420 14.9011 -22.4619
H -16.7936 15.8560 -18.8339
H -16.4629 14.5670 -19.9560
C -14.4229 17.0201 -23.3701
C -13.6985 15.7952 -23.8918
C -12.9815 15.2078 -22.6372
O -13.7219 15.6566 -21.4907
C -14.0622 17.0467 -21.7601
H -15.4728 16.7631 -23.5103
H -14.0897 17.9438 -23.8433
H -12.8787 16.0694 -24.5558
H -14.3448 15.1309 -24.4654
H -11.9500 15.5581 -22.6020
H -12.9451 14.1188 -22.6691
H -13.1480 17.6389 -21.7187
H -14.8389 17.3868 -21.0751
*
```

Output
Gap between HOMO and LUMO ... 9.25 eV
SMILES string ... CCOC(=O)OC.C1CCOC1.C1CCOC1.C1CCOC1.C1CCOC1.C1CCOC1
E_tot ... -1544.44727 a.u.
Lowest unoccupied orbital energy ... 0.584 eV
Relative energy (zero: lowest compared OMol25 entry of this formula, charge and spin) ... 454.22 kcal per mole
HOMO level ... -8.7 eV

These are the Löwdin partial charges, in e, on atoms 1 to 2: atom 1 (C): -0.029, atom 2 (C): -0.090

---

A molecular structure, C24H49AsBr6F9N6O8. Source: the OMol25 dataset; level of theory: ωB97M-V/def2-TZVPD.

ORCA input file:
```
! wB97M-V def2-TZVPD RIJCOSX def2/J DEFGRID3
* xyz -1 1
As -0.6612 0.1739 1.3110
F -0.7249 0.7077 2.9638
F 0.7512 -0.8374 1.5998
F -0.6507 -0.4035 -0.3736
F -2.1441 1.0398 0.8255
F 0.2456 1.6535 0.8791
F -1.7899 -1.1254 1.7738
C 1.8630 3.4120 -5.6331
C 2.0043 3.2718 -4.1292
O 3.0730 2.9079 -3.6632
N 0.8537 3.4449 -3.3939
C 0.8931 3.3264 -1.9915
H 0.9257 3.8775 -5.9363
H 1.8304 2.3958 -6.0263
H 2.7764 3.9380 -5.9055
H 0.0312 3.7001 -3.9157
H 1.7661 2.8526 -1.5484
H 0.0503 2.7197 -1.6523
H 0.6994 4.2826 -1.5011
C 6.0555 1.7786 -2.4512
C 5.2122 0.7527 -1.7826
O 5.7623 -0.1665 -1.2099
N 3.8822 0.9270 -1.8625
C 2.9163 0.0015 -1.3675
H 6.2373 2.5710 -1.7245
H 5.4863 2.2633 -3.2468
H 6.9355 1.3448 -2.9213
H 3.5659 1.7059 -2.4274
H 2.1318 0.6337 -0.9501
H 3.3777 -0.6255 -0.6040
H 2.4887 -0.7089 -2.0779
C -4.2633 -2.0715 -0.7052
C -3.5350 -2.1618 -1.9999
O -4.1179 -2.5407 -2.9915
N -2.1985 -1.9106 -1.9999
C -1.3952 -1.8964 -3.1681
H -4.8876 -1.1784 -0.6561
H -3.6491 -2.0370 0.1950
H -4.9425 -2.9223 -0.6604
H -1.8511 -1.4583 -1.1648
H -1.9293 -2.1655 -4.0784
H -0.5817 -2.6187 -3.0845
H -1.0084 -0.8806 -3.2685
C 2.4624 4.0159 1.4896
C 1.2212 4.8225 1.2752
O 1.2683 5.9223 0.6848
N 0.0611 4.2339 1.6107
C -1.2465 4.8408 1.4339
H 2.3175 3.1396 2.1228
H 3.1809 4.5660 2.0978
H 2.8575 3.6665 0.5368
H -0.0668 3.2883 1.9388
H -1.1987 5.9288 1.4029
H -1.8209 4.6109 2.3319
H -1.7690 4.5001 0.5397
C -0.8922 -4.0150 0.5188
C -0.6952 -4.6686 1.8732
O 0.1236 -5.5774 1.9669
N -1.5387 -4.3404 2.8527
C -1.4686 -4.9494 4.1859
H -1.6322 -3.2560 0.7712
H -1.2697 -4.7081 -0.2323
H 0.0411 -3.6365 0.1056
H -2.1488 -3.5398 2.7946
H -0.6238 -4.6193 4.7921
H -1.4173 -6.0363 4.1318
H -2.3485 -4.6853 4.7717
C 2.6345 -3.6224 1.7693
C 3.9243 -4.0632 1.1471
O 4.7243 -3.2537 0.6784
N 4.2854 -5.3700 1.1828
C 3.3609 -6.5377 1.1637
H 2.5333 -2.5376 1.7481
H 2.5192 -3.7729 2.8434
H 1.7895 -4.0375 1.2209
H 5.2177 -5.5213 0.8281
H 3.3184 -6.9137 2.1852
H 3.6455 -7.3074 0.4478
H 2.3860 -6.1707 0.8447
C -3.4945 1.3090 -4.0881
C -2.8279 1.5687 -2.7520
O -3.4288 2.6336 -2.0490
C -4.6446 2.3918 -1.4616
O -5.2577 1.3284 -1.5340
C -5.2279 3.5489 -0.6282
F -6.2553 4.0787 -1.2511
F -5.6300 3.1030 0.5310
F -4.2849 4.4977 -0.4537
H -4.5164 0.9374 -4.0478
H -2.8827 0.5435 -4.5691
H -3.3503 2.1905 -4.7142
H -1.8005 1.9029 -2.8945
H -2.8055 0.6466 -2.1703
C 1.4429 0.8810 5.4845
Br 2.3521 2.5489 5.0172
Br 0.8863 0.8302 7.3591
Br 2.5574 -0.7069 5.1281
H 0.4927 0.8354 4.9581
C -3.3059 -0.6257 4.7348
Br -4.8433 -1.7738 5.0744
Br -1.6927 -1.6521 5.2466
Br -3.4541 0.9627 5.8635
H -3.2486 -0.3496 3.6846
*
```

Output
Gap between HOMO and LUMO ... 8.21 eV
E_tot ... -20453.32317 a.u.
Lowest unoccupied orbital energy ... 1.544 eV
Relative energy (zero: lowest compared OMol25 entry of this formula, charge and spin) ... 0.00 kcal per mole
HOMO level ... -6.7 eV

These are the Löwdin partial charges, in e, on atoms 1 to 2: atom 1 (As): 0.868, atom 2 (F): -0.266

---

> The highest E_tot belongs to which entry?

C24H48O8

---

> Number 4 is which compound?

C24H48O8

---

> Among the records above, which one has the lowest E_tot?

C24H49AsBr6F9N6O8